(1)
{"formula": "C5H8OS2", "method": "the ωB97M-V functional and the def2-TZVPD basis", "symbols": ["C", "C", "C", "C", "C", "O", "S", "S", "H", "H", "H", "H", "H", "H", "H", "H"], "positions_angstrom": [[1.825, -0.850, -1.123], [0.968, -0.799, -0.098], [0.190, 0.407, -0.039], [0.727, -1.702, 1.017], [-0.942, 2.816, -0.181], [-3.319, -1.722, 0.731], [-2.541, -1.165, -0.443], [0.715, 1.977, -0.003], [2.416, -1.835, -1.377], [1.979, -0.103, -1.918], [0.649, -2.738, 0.709], [1.384, -1.666, 1.962], [-0.306, -1.421, 1.306], [-0.972, 3.498, 0.674], [-1.738, 1.976, -0.157], [-1.034, 3.326, -1.059]], "forces_ev_per_a": [[1.9, -3.0, -1.5], [2.1, 2.8, -0.6], [-1.0, 0.8, 0.0], [-1.0, -1.1, 2.0], [-0.2, -2.6, 2.8], [0.8, 0.6, -1.2], [-0.8, -0.5, 1.2], [-1.3, -1.2, -0.5], [-1.3, 1.8, 0.7], [-0.4, -0.1, 0.8], [0.3, -0.3, -0.1], [-0.7, 0.4, -1.7], [0.5, -0.4, 0.5], [-0.5, -0.1, -0.2], [1.5, 1.5, 0.3], [0.1, 1.4, -2.4]], "relative_energy_kj_mol": 556.71, "multiplicity": 1, "fmax_ev_per_a": 3.87}

=====

(2)
{"formula": "C5H8OS2", "method": "the ωB97M-V functional and the def2-TZVPD basis", "symbols": ["C", "C", "C", "C", "C", "H", "H", "H", "H", "H", "H", "H", "H", "O", "S", "S"], "positions_angstrom": [[-0.493, 1.436, 1.793], [-0.494, 0.476, -0.711], [1.685, -0.155, -1.137], [0.931, -1.423, -1.133], [-0.519, -1.015, -0.650], [-0.610, 0.358, 2.093], [0.605, 1.834, 1.774], [-1.247, 1.872, 2.615], [-0.638, 0.690, -1.834], [2.676, -0.129, -0.716], [1.634, 0.050, -2.203], [1.176, -2.316, -1.832], [-1.429, -1.630, -0.980], [0.892, 0.804, -0.518], [-1.480, 1.678, 0.342], [0.483, -1.870, 0.674]], "forces_ev_per_a": [[-1.0, 0.0, 3.0], [0.8, 1.5, -1.8], [-0.6, 0.2, -1.5], [-2.0, -2.5, 2.1], [0.7, -2.6, -0.3], [0.9, 0.9, -0.5], [-2.4, -0.7, 0.2], [2.2, -0.2, -1.5], [-0.7, 0.1, 1.4], [0.3, -0.1, 0.0], [1.0, 0.6, -0.7], [-0.6, 1.9, 1.3], [1.5, 1.2, 0.4], [-0.6, 0.7, 1.1], [1.0, -1.3, -1.6], [-0.3, 0.4, -1.7]], "relative_energy_kj_mol": 231.05, "multiplicity": 1, "fmax_ev_per_a": 3.81, "smiles": "CS[C@H]1OC[C@H]2S[C@@H]12"}

=====

(3)
{"formula": "C5H8OSe", "method": "the ωB97M-V functional and the def2-TZVPD basis", "symbols": ["C", "C", "C", "C", "C", "O", "Se", "H", "H", "H", "H", "H", "H", "H", "H"], "positions_angstrom": [[-0.101, 1.966, 1.466], [0.452, -1.317, -0.779], [0.851, -0.245, 0.297], [-1.061, -1.229, -0.721], [0.229, 1.095, -0.064], [-1.142, 1.670, 1.964], [-1.476, 0.695, -0.872], [0.673, 1.742, -0.840], [0.827, -0.972, -1.739], [0.737, -2.369, -0.671], [0.617, -0.571, 1.266], [2.032, -0.235, 0.143], [-1.417, -1.644, -1.644], [-1.655, -1.686, 0.053], [0.435, 3.100, 2.142]], "forces_ev_per_a": [[6.1, 1.2, -0.6], [-1.2, 1.0, 1.4], [4.4, -0.6, -2.8], [-0.7, 0.5, -2.0], [-1.0, 1.5, 0.9], [-3.9, -0.6, 1.7], [-0.6, -0.7, -0.3], [0.6, -0.2, 1.1], [-0.2, 0.0, -0.2], [0.5, 0.4, 0.6], [-0.4, -0.2, 1.3], [-2.2, 0.5, 1.0], [-0.6, -0.3, -0.5], [0.5, -0.1, 0.7], [-1.3, -2.3, -2.5]], "relative_energy_kj_mol": 277.98, "multiplicity": 3, "fmax_ev_per_a": 6.28, "s2": 2.010}

=====

(4)
{"formula": "C5H8S", "method": "the ωB97M-V functional and the def2-TZVPD basis", "symbols": ["C", "C", "C", "C", "C", "H", "H", "H", "H", "H", "H", "H", "H", "S"], "positions_angstrom": [[2.106, -0.215, -0.308], [1.074, 0.276, 0.351], [-0.208, 0.098, -0.351], [-1.334, 1.121, -0.012], [-0.941, -1.057, 0.248], [1.896, -0.522, -1.321], [3.123, -0.483, 0.110], [1.146, 0.733, 1.366], [-0.017, 0.050, -1.411], [-1.382, 1.924, -0.712], [-1.202, 1.428, 1.016], [-0.864, -1.140, 1.369], [-0.816, -2.000, -0.200], [-2.582, -0.214, -0.144]], "forces_ev_per_a": [[2.0, -0.8, 0.7], [1.1, 0.6, 0.4], [-0.5, 1.9, 1.6], [0.8, -1.2, -0.5], [-2.0, 0.1, 1.0], [0.4, -0.3, -0.2], [-1.3, 0.9, -0.5], [-0.2, -0.7, -0.8], [-0.4, -0.3, -0.3], [-0.4, 0.7, -0.2], [-0.2, 0.4, 0.2], [0.2, 0.2, -1.1], [0.2, -1.2, -0.5], [0.4, -0.2, 0.3]], "relative_energy_kj_mol": 146.70, "multiplicity": 1, "fmax_ev_per_a": 2.55}

=====

(5)
{"formula": "C5H8S", "method": "the ωB97M-V functional and the def2-TZVPD basis", "symbols": ["C", "C", "C", "C", "C", "H", "H", "H", "H", "H", "H", "H", "H", "S"], "positions_angstrom": [[-2.522, -0.514, -0.076], [-1.388, -0.111, 0.533], [-0.160, -0.032, -0.344], [1.033, 0.887, -0.152], [2.038, -0.170, 0.286], [-3.528, -0.549, 0.360], [-2.472, -0.515, -1.177], [-1.221, -0.184, 1.636], [-0.400, 0.014, -1.453], [1.327, 1.339, -1.154], [1.049, 1.772, 0.577], [3.011, -0.271, -0.300], [2.321, -0.195, 1.337], [0.912, -1.471, -0.073]], "forces_ev_per_a": [[0.2, 1.6, -0.2], [-0.2, -1.2, -0.3], [-0.8, -0.2, -1.4], [1.6, 2.8, 0.2], [2.7, -0.1, -0.3], [0.7, -0.5, 0.2], [-0.3, -0.2, 0.5], [-0.3, 0.5, -1.0], [-0.5, -0.1, 1.5], [-0.3, -0.6, 1.3], [-0.7, -1.2, -0.9], [-1.3, 0.4, 0.6], [-0.1, 0.4, 0.0], [-0.7, -1.8, -0.2]], "relative_energy_kj_mol": 158.28, "multiplicity": 1, "fmax_ev_per_a": 3.22}

=====

(6)
{"formula": "C5H8S", "method": "the ωB97M-V functional and the def2-TZVPD basis", "symbols": ["C", "C", "C", "C", "C", "S", "H", "H", "H", "H", "H", "H", "H", "H"], "positions_angstrom": [[-0.269, 1.107, 2.378], [1.428, 0.513, -1.124], [0.625, 0.894, 1.400], [0.405, 0.146, 0.220], [-1.188, -1.593, -1.617], [-0.712, -1.217, 0.123], [0.154, 1.473, 3.355], [-1.320, 0.744, 2.402], [1.080, -0.047, -2.040], [1.982, 1.476, -0.927], [1.623, 1.329, 1.468], [-0.714, -2.563, -1.853], [-0.850, -0.833, -2.341], [-2.244, -1.429, -1.444]], "forces_ev_per_a": [[0.3, -0.4, 1.8], [-4.5, -1.4, 5.1], [-0.3, 0.2, 0.5], [3.7, 0.4, -7.1], [1.2, 1.2, 0.6], [0.6, 0.8, 0.7], [-0.8, 0.1, -1.2], [1.0, 0.2, -0.3], [1.1, 1.2, 1.0], [-0.6, -1.3, -0.9], [-0.2, -0.1, 0.2], [-1.0, 0.4, 0.0], [-0.1, -0.3, 0.5], [-0.3, -1.1, -0.9]], "relative_energy_kj_mol": 392.08, "multiplicity": 1, "fmax_ev_per_a": 7.98, "smiles": "C=CC(=C)SC"}